Formula: C40H42ClN4O5S3Sr
Source: the Open Molecules 2025 dataset
Level of theory: the ωB97M-V functional and the def2-TZVPD basis

The calculation puts the LUMO energy at 1.835 eV. The calculation puts the HOMO-LUMO gap at 0.2095 Ha. The total charge is -1. The value obtained for the energy above the lowest of the compared OMol25 structures with the same formula, charge and spin is 0.704 eV.

XYZ file:
```
96
Properties=species:S:1:pos:R:3:forces:R:3:lowdin_charge:R:1
Sr 0.06554 1.52770 -1.34866 0.105 -0.120 0.596 1.39
Cl -5.15943 -0.64146 -6.67740 -0.010 -0.001 -0.005 0.59
C -3.78014 -0.23664 -5.67793 -0.069 -0.013 0.033 -0.69
C -2.54604 0.03479 -6.28063 0.027 -0.003 -0.079 -0.12
C -1.45759 0.33274 -5.51169 -0.015 -0.010 -0.031 -0.01
C -1.51335 0.38721 -4.08413 -0.159 -0.204 0.054 -0.38
O -0.46456 0.59238 -3.40600 -0.118 -0.105 -0.436 -0.23
C -2.80659 0.14726 -3.49827 -0.048 0.008 0.066 -0.13
C -3.09469 0.20975 -2.08685 -0.102 -0.100 -0.087 -0.09
N -2.32882 0.64834 -1.15719 -0.025 0.003 0.132 0.01
C -2.79363 0.72385 0.16283 -0.017 -0.132 0.029 -0.21
C -4.07565 1.09009 0.49403 0.007 -0.029 0.008 -0.02
C -4.49367 1.17355 1.83624 0.091 -0.026 -0.009 -0.08
C -3.62194 0.91475 2.85290 0.032 -0.018 -0.094 -0.05
C -2.27936 0.57890 2.55771 -0.003 -0.059 0.068 -0.16
C -1.31682 0.34309 3.56865 0.006 0.002 0.011 -0.01
C -0.03026 0.05865 3.22530 -0.062 -0.002 -0.046 -0.05
C 0.30222 -0.00640 1.85569 -0.065 -0.049 0.033 -0.21
N -0.56551 0.16974 0.89560 -0.135 0.054 -0.046 0.04
C -1.85060 0.48357 1.21891 -0.137 -0.103 -0.059 -0.18
C -3.90064 -0.18365 -4.31862 0.034 -0.010 -0.101 -0.09
H -2.46243 -0.00228 -7.35970 -0.004 0.003 -0.002 0.10
H -0.49773 0.53229 -5.96682 0.052 0.009 -0.021 0.11
H -4.09366 -0.16424 -1.81661 0.060 0.016 -0.008 0.12
H -4.76604 1.35066 -0.29447 -0.058 0.022 -0.062 0.11
H -5.51038 1.46518 2.05226 -0.102 0.031 0.025 0.10
H -3.92893 0.99089 3.88571 -0.031 0.014 0.107 0.11
H -1.61495 0.42482 4.60784 -0.001 0.002 0.000 0.12
H 0.74397 -0.07477 3.96434 0.059 -0.041 0.073 0.11
H 1.32254 -0.20144 1.55569 0.117 -0.014 -0.037 0.10
H -4.85804 -0.38896 -3.85984 -0.091 -0.018 0.043 0.10
O -1.11035 5.31513 -1.51890 -0.695 0.420 -0.100 0.03
C -0.04716 4.75682 -1.31633 0.572 -0.072 0.268 -0.69
O 0.37126 3.69955 -1.89982 0.184 0.345 -0.539 -0.29
C 0.94040 5.35054 -0.33325 0.013 -0.035 0.069 -0.18
C 1.30830 6.67484 -0.53249 0.039 -0.020 0.009 -0.05
C 2.26891 7.28915 0.25412 0.014 0.086 -0.014 -0.12
C 2.85482 6.56078 1.27886 0.006 0.018 -0.020 -0.13
C 2.46928 5.25295 1.50961 0.006 -0.041 0.030 -0.15
C 1.50319 4.60989 0.72467 -0.018 -0.077 -0.027 -0.65
S 1.02117 2.96771 1.14926 -0.068 0.057 -0.022 0.52
H 0.81780 7.21857 -1.32728 -0.049 0.064 -0.082 0.11
H 2.55057 8.31956 0.07443 0.005 0.014 -0.001 0.08
H 3.60589 7.01446 1.91056 0.089 0.058 0.073 0.08
H 2.90540 4.69567 2.32728 0.034 -0.045 0.067 0.08
C 5.52819 0.37514 1.42255 0.050 0.025 0.009 -0.12
C 5.94952 0.85117 0.04002 0.043 -0.006 -0.032 -0.31
C 4.92226 0.51739 -1.03435 -0.012 0.090 -0.059 -0.34
S 3.39323 1.46220 -0.73910 -0.003 -0.285 0.128 0.91
O 2.27982 0.51713 -1.17285 0.547 0.056 0.100 -0.68
C 3.49882 2.74985 -2.01038 -0.106 0.019 0.062 -0.32
C 3.04811 2.34510 -3.40875 -0.107 -0.014 -0.021 -0.27
C 4.11565 1.69807 -4.28331 -0.031 0.023 0.032 -0.10
H 6.27652 0.63280 2.16948 0.057 0.010 0.057 0.07
H 5.39423 -0.70500 1.43634 -0.012 -0.122 0.000 0.08
H 4.58848 0.83133 1.72520 -0.103 0.056 0.036 0.06
H 6.90274 0.39481 -0.24051 0.000 0.011 0.000 0.10
H 6.12004 1.93090 0.05570 0.016 0.054 -0.002 0.10
H 4.60353 -0.52239 -0.97468 -0.034 -0.067 0.014 0.10
H 5.30180 0.71012 -2.03137 0.031 0.003 -0.124 0.07
H 4.52924 3.10830 -1.97601 0.079 0.064 -0.008 0.10
H 2.84483 3.53493 -1.62162 -0.022 -0.038 0.017 0.07
H 2.66579 3.25170 -3.88489 0.035 -0.059 0.020 0.12
H 2.19040 1.66680 -3.34101 0.074 0.112 -0.010 0.08
H 5.03181 2.29159 -4.30330 0.045 0.034 0.004 0.07
H 3.75791 1.60474 -5.30704 -0.025 -0.003 -0.075 0.07
H 4.36653 0.69581 -3.94270 0.017 -0.088 0.032 0.06
C -3.54799 -5.30794 0.43415 -0.011 0.009 -0.009 -0.11
C -3.92862 -4.10874 1.28925 -0.049 -0.014 0.026 -0.23
C -3.20694 -2.83320 0.87929 -0.140 0.129 -0.207 -0.21
N -1.79284 -2.87931 1.19413 -0.095 0.111 0.320 0.03
C -0.81441 -3.02930 0.30589 0.178 -0.015 -0.176 -0.87
S -1.00427 -3.12744 -1.33082 0.003 -0.025 -0.186 0.70
N 0.48185 -3.05637 0.83218 0.311 0.176 -0.303 0.10
C 0.95863 -3.34446 2.09125 0.012 0.020 0.079 -0.44
O 2.06681 -2.98299 2.42807 0.029 0.018 0.030 0.09
C 0.10903 -4.18561 2.99285 0.039 -0.031 0.009 -0.16
C 0.01339 -3.84797 4.33677 -0.035 -0.062 -0.069 -0.02
C -0.74656 -4.63172 5.19130 -0.006 -0.012 -0.005 -0.07
C -1.38486 -5.76541 4.70899 0.003 0.003 -0.013 -0.08
C -1.26485 -6.11879 3.37112 0.016 0.032 0.025 -0.07
C -0.52450 -5.32582 2.51108 0.006 0.035 0.111 -0.04
H -4.08961 -6.20095 0.74402 -0.029 -0.059 0.031 0.07
H -2.48217 -5.51726 0.50485 0.045 -0.005 -0.018 0.04
H -3.76602 -5.12072 -0.61646 -0.023 0.009 -0.047 0.07
H -3.71497 -4.31443 2.34371 -0.016 -0.003 0.008 0.10
H -5.00326 -3.92366 1.21992 -0.029 -0.003 -0.013 0.11
H -3.63042 -1.97187 1.39989 -0.004 0.052 0.001 0.11
H -3.29546 -2.65737 -0.19974 0.001 -0.023 0.236 0.08
H -1.54062 -2.68027 2.15188 -0.014 0.014 -0.077 0.14
H 1.18508 -2.71325 0.17804 -0.235 -0.123 0.228 0.14
H 0.53289 -2.97392 4.69686 0.065 0.114 0.035 0.12
H -0.83542 -4.36148 6.23438 -0.005 0.010 0.036 0.10
H -1.97409 -6.37808 5.37740 -0.023 -0.026 0.027 0.10
H -1.75512 -7.00600 2.99661 -0.029 -0.052 -0.021 0.11
H -0.43642 -5.58411 1.46619 0.026 -0.034 -0.103 0.12
```
Positions in Å, forces in eV/Å.